No. 1
Below is a 4-piece molecular cluster, C2H13NO3 overall in a non-equilibrium geometry, with properties calculated with wB97M-V/def2-TZVPD.

Positions of all 19 atoms, in Å:
C (-2.521, 0.881, 0.489)
C (-1.079, 1.074, 0.070)
N (-0.338, 0.299, 1.089)
H (-2.692, 1.166, 1.531)
H (-3.255, 1.413, -0.235)
H (-2.767, -0.115, 0.536)
H (-0.988, 0.646, -0.888)
H (-0.698, 2.095, 0.033)
H (-0.509, 0.601, 2.025)
H (-0.467, -0.679, 1.008)
O (3.391, -1.069, 1.210)
H (2.811, -1.824, 1.515)
H (2.780, -0.519, 0.757)
O (1.377, -2.260, 0.200)
H (2.064, -2.175, -0.507)
H (0.749, -1.537, 0.044)
O (0.697, 0.375, -3.108)
H (1.478, 0.630, -2.520)
H (-0.034, 0.999, -3.251)

energy above the lowest of the compared OMol25 structures with the same formula, charge and spin = 43.00 kcal/mol
SMILES = CCN.O.O.O
molecular weight = 99.1 g mol⁻¹
HOMO energy = -9.4858 eV

No. 2
Below is a 4-piece molecular cluster, C2H13NO3 overall in a non-equilibrium geometry, with properties calculated with wB97M-V/def2-TZVPD.

Positions of all 19 atoms, in Å:
C (-1.749, 0.264, 0.311)
N (-1.137, -0.901, -0.234)
C (-1.410, -2.150, 0.409)
H (-2.262, 0.049, 1.233)
H (-2.513, 0.721, -0.386)
H (-1.082, 1.085, 0.653)
H (-1.335, -0.940, -1.313)
H (-2.559, -2.295, 0.515)
H (-0.847, -2.998, 0.002)
H (-1.076, -1.984, 1.420)
H (0.314, 1.743, 1.766)
H (0.832, 1.726, 0.280)
O (1.112, 1.583, 1.208)
H (1.120, 1.360, -2.110)
H (-0.202, 1.247, -1.455)
O (0.496, 1.899, -1.612)
H (2.324, -0.190, 0.357)
H (3.004, -1.050, -0.689)
O (2.290, -1.089, 0.035)

energy above the lowest of the compared OMol25 structures with the same formula, charge and spin = 24.84 kcal/mol
expectation value of S² = 0.75
molecular weight = 99.1 g mol⁻¹
multiplicity = 2
HOMO energy (spin up / spin down) = -14.8146 / -14.7725 eV
charge = +1